No. 1
This record from OMol25 describes the ion C7H12N3O with charge +1 in a non-equilibrium geometry. The level of theory is ωB97M-V/def2-TZVPD.

Atoms and positions in Å:
C  0.07  0.09  0.97
C  0.34  0.02  -0.33
C  -0.87  1.18  1.26
C  0.88  -0.99  1.66
C  1.87  -1.48  0.55
C  1.25  -1.01  -0.81
C  -2.18  2.69  -0.28
N  -0.61  1.08  -1.10
N  -1.26  1.67  -0.05
N  0.32  -2.18  -1.40
O  -1.21  1.67  2.30
H  1.37  -0.59  2.52
H  0.25  -1.71  2.11
H  2.80  -1.00  0.65
H  2.09  -2.48  0.61
H  1.95  -0.78  -1.61
H  -3.26  2.48  0.11
H  -1.70  3.56  0.20
H  -2.37  2.95  -1.42
H  -0.09  1.86  -1.62
H  0.70  -3.09  -1.56
H  -0.04  -1.68  -2.20
H  -0.28  -2.26  -0.56

Output
**Structure (SMILES)**: Cn1[nH]c2c(c1=O)CC[C@H]2[NH3+]
**Largest force on an atom**: 5.688 eV/A
**Energy relative to the best compared isomer or geometry (same formula, charge and spin)**: 72.3 kcal per mole
**Charge**: +1
**Highest occupied orbital energy**: -11.7704 eV
**Frontier orbital gap**: 8.09 eV

No. 2
This record from OMol25 describes a cluster of 3 separate species, C7H12N6O in total in a non-equilibrium geometry. The level of theory is ωB97M-V/def2-TZVPD.

Atoms and positions in Å:
C  0.28  -2.36  0.95
C  -0.91  -0.58  -0.28
C  -0.24  -3.30  0.02
C  -1.43  -1.53  -1.08
C  -0.11  -1.00  0.87
C  1.03  4.07  0.40
C  -1.45  -3.76  -2.01
N  1.19  2.95  0.49
N  3.04  3.89  -0.89
N  -1.01  -2.86  -1.03
N  0.71  5.30  0.23
N  0.27  -0.12  1.78
N  0.11  1.28  1.73
O  3.78  3.14  -1.30
H  0.75  -2.64  1.93
H  -1.31  0.42  -0.38
H  0.29  -4.24  -0.01
H  -1.84  -1.34  -2.07
H  -0.70  -4.38  -2.49
H  -2.29  -4.43  -1.58
H  -1.94  -3.16  -2.72
H  -0.13  5.69  -0.06
H  1.25  6.05  0.84
H  0.81  -0.35  2.60
H  0.72  1.68  2.48
H  -0.88  1.58  1.59

Output
**Largest force on an atom**: 6.398 eV/A
**Energy relative to the best compared isomer or geometry (same formula, charge and spin)**: 14.4 kcal per mole
**Charge**: +2
**Highest occupied orbital energy (spin up / spin down)**: -14.5075 / -14.1169 eV
**Frontier orbital gap (spin up / spin down)**: 4.92 / 3.69 eV

No. 3
This record from OMol25 describes the ion C7H12N7 with charge +1 in a non-equilibrium geometry. The level of theory is ωB97M-V/def2-TZVPD.

Atoms and positions in Å:
C  3.76  -0.11  -0.82
C  2.30  0.69  0.61
C  0.78  -2.87  0.51
C  0.40  -0.55  0.22
C  -2.19  0.04  0.23
C  -0.65  1.23  -1.21
C  -0.91  -0.13  -0.48
N  2.50  -0.25  -0.37
N  4.24  0.94  -0.25
N  1.46  -2.50  -0.54
N  1.40  -1.08  -0.74
N  3.43  1.38  0.71
N  0.15  -1.88  1.23
N  1.02  0.54  1.04
H  4.26  -0.57  -1.64
H  0.84  -4.01  0.78
H  -2.59  -0.84  0.68
H  -2.98  0.51  -0.22
H  -1.94  0.69  1.04
H  -0.04  1.26  -2.12
H  0.02  1.89  -0.53
H  -1.56  1.60  -1.51
H  -1.09  -0.94  -1.15
H  3.71  2.02  1.43
H  -0.70  -2.10  1.64
H  0.62  0.73  1.88

Output
**Structure (SMILES)**: CC(C)[C@@]12NC=NN1N1C=NNC1=[NH+]2
**Largest force on an atom**: 4.883 eV/A
**Energy relative to the best compared isomer or geometry (same formula, charge and spin)**: 61.3 kcal per mole
**Charge**: +1
**Highest occupied orbital energy**: -13.0211 eV
**Frontier orbital gap**: 10.17 eV

No. 4
This record from OMol25 describes a cluster of 2 separate species, C7H12NO2S in total in a non-equilibrium geometry. The level of theory is ωB97M-V/def2-TZVPD.

Atoms and positions in Å:
C  -0.93  0.04  1.60
C  -0.48  1.35  1.01
C  -1.37  1.73  -0.25
C  -1.67  0.40  -1.10
C  -2.26  -0.75  -0.24
C  1.58  -1.93  -0.19
C  2.00  -0.82  0.73
N  -1.63  -0.84  1.02
O  2.53  0.75  -1.31
O  3.44  1.49  0.86
S  3.15  0.37  -0.04
H  -0.85  2.26  1.61
H  0.67  1.41  0.92
H  -2.37  2.16  0.00
H  -0.72  2.35  -0.76
H  -2.32  0.35  -1.91
H  -0.63  0.12  -1.35
H  -3.28  -0.79  -0.22
H  -2.10  -1.67  -0.90
H  2.35  -2.72  -0.23
H  1.50  -1.59  -1.18
H  0.81  -2.54  0.23
H  2.58  -1.14  1.70

Output
**Largest force on an atom**: 4.337 eV/A
**Energy relative to the best compared isomer or geometry (same formula, charge and spin)**: 95.6 kcal per mole
**Charge**: -1
**Highest occupied orbital energy (spin up / spin down)**: -3.3644 / -2.7420 eV
**Frontier orbital gap (spin up / spin down)**: 6.81 / 6.17 eV

No. 5
This record from OMol25 describes a structure of composition C7H12NO4S in a non-equilibrium geometry. The level of theory is ωB97M-V/def2-TZVPD.

Atoms and positions in Å:
C  2.38  2.92  2.29
C  0.10  0.46  -2.52
C  -1.17  -0.98  1.65
C  0.32  0.66  -1.02
C  -0.03  -0.04  2.07
C  0.94  -0.46  -0.32
C  1.21  -0.19  1.14
N  2.44  0.01  1.38
O  3.39  2.57  1.72
O  1.72  3.94  2.22
O  2.33  -0.40  3.87
O  1.84  1.90  3.20
S  2.87  0.65  2.96
H  0.86  -0.10  -2.95
H  0.17  1.46  -2.94
H  -0.83  0.06  -2.88
H  -1.08  -2.02  1.51
H  -1.59  -0.63  0.64
H  -1.80  -1.04  2.57
H  -0.56  1.08  -0.46
H  1.15  1.32  -0.93
H  -0.23  1.01  2.01
H  0.51  -0.14  3.04
H  1.99  -0.74  -0.67
H  0.40  -1.44  -0.22

Output
**Largest force on an atom**: 4.782 eV/A
**Energy relative to the best compared isomer or geometry (same formula, charge and spin)**: 0.0 kcal per mole
**Charge**: -1
**Highest occupied orbital energy**: -4.8334 eV
**Frontier orbital gap**: 8.03 eV

No. 6
This record from OMol25 describes the ion C7H12NO6P with charge -2 in a non-equilibrium geometry. The level of theory is ωB97M-V/def2-TZVPD.

Atoms and positions in Å:
C  0.21  -3.17  0.31
C  -0.52  -0.03  -0.10
C  1.12  -0.66  1.71
C  1.92  -0.15  -0.59
C  -0.96  2.39  0.17
C  -2.24  -0.41  -1.61
C  0.86  -0.87  0.15
N  0.84  -2.21  -0.29
O  -3.59  0.93  0.23
O  -3.84  -1.64  0.40
O  0.28  -4.42  0.08
O  -0.91  -0.02  -1.43
O  -1.49  -0.40  0.79
O  -0.05  1.33  0.23
P  -3.03  -0.44  0.04
H  -0.51  -3.09  1.20
H  2.16  -0.61  1.74
H  0.43  0.18  2.15
H  0.92  -1.58  2.31
H  2.85  -0.72  -0.74
H  2.14  0.73  0.01
H  1.64  -0.08  -1.64
H  -0.57  3.11  0.96
H  -1.94  1.91  0.43
H  -1.04  2.74  -0.92
H  -2.70  0.23  -2.36
H  -2.17  -1.48  -2.01

Output
**Structure (SMILES)**: CO[C@]1(C(C)(C)/N=C/[O-])OC[P@@](=O)([O-])O1
**Largest force on an atom**: 3.458 eV/A
**Energy relative to the best compared isomer or geometry (same formula, charge and spin)**: 0.0 kcal per mole
**Charge**: -2
**Highest occupied orbital energy**: -0.5537 eV
**Frontier orbital gap**: 6.49 eV

No. 7
This record from OMol25 describes the molecule C7H12NP in a non-equilibrium geometry. The level of theory is ωB97M-V/def2-TZVPD.

Atoms and positions in Å:
C  -2.94  0.26  1.23
C  -2.10  -0.09  0.44
C  -0.91  1.03  -1.40
C  0.29  1.57  -0.54
C  -1.31  -0.27  -0.72
C  0.51  -2.23  -0.55
C  1.65  0.38  1.61
N  0.15  -0.86  -0.13
P  1.52  0.24  -0.26
H  -3.56  0.24  2.09
H  -1.71  1.66  -1.41
H  -0.51  1.00  -2.35
H  0.69  2.59  -1.06
H  -0.30  1.94  0.27
H  -1.67  -0.98  -1.33
H  1.51  -2.42  -0.68
H  0.02  -2.90  0.13
H  0.19  -2.56  -1.51
H  1.05  1.18  2.02
H  2.69  0.63  1.85
H  1.33  -0.56  1.93

Output
**Structure (SMILES)**: C#C[C@H]1CCP(C)N1C
**Largest force on an atom**: 5.908 eV/A
**Energy relative to the best compared isomer or geometry (same formula, charge and spin)**: 57.7 kcal per mole
**Charge**: 0
**Highest occupied orbital energy**: -8.0785 eV
**Frontier orbital gap**: 9.13 eV

No. 8
This record from OMol25 describes the ion C7H12NS with charge +1 in a non-equilibrium geometry. The level of theory is ωB97M-V/def2-TZVPD.

Atoms and positions in Å:
C  1.23  1.17  0.32
C  0.60  -0.05  0.52
C  2.60  1.11  0.01
C  -0.72  -0.07  0.75
C  3.27  0.00  -0.30
C  -1.75  -1.11  0.33
C  -2.62  -0.55  -0.88
N  -3.55  0.28  -0.26
S  4.84  -0.71  -0.18
H  0.85  2.15  0.57
H  1.20  -0.94  0.25
H  3.06  2.04  0.15
H  2.67  -0.88  -0.77
H  -2.40  -1.21  1.21
H  -1.17  -1.98  0.02
H  -2.92  -1.33  -1.57
H  -2.04  -0.02  -1.60
H  -3.54  1.29  -0.07
H  -1.20  0.91  0.92
H  -4.13  -0.30  0.36
H  5.71  0.18  0.20

Output
**Largest force on an atom**: 3.811 eV/A
**Energy relative to the best compared isomer or geometry (same formula, charge and spin)**: 57.0 kcal per mole
**Charge**: +1
**Highest occupied orbital energy**: -12.0448 eV
**Frontier orbital gap**: 6.10 eV

Q: energy relative to the best compared isomer or geometry (same formula, charge and spin) of number 7 (C7H12NP)?
A: 57.7 kcal per mole